Entry 1:
Density functional theory data (ωB97M-V with the def2-TZVPD basis set) for C18H27N2O6P2Pd as an isolated structure at a distorted geometry.

Results
**LUMO (spin up / spin down)**: -0.37365 / -0.52994 Ha
**HOMO-LUMO gap (spin up / spin down)**: 6.961 / 2.684 eV
**⟨S²⟩**: 6.041
**E_HOMO (spin up / spin down)**: -17.13 / -17.10 eV

The geometry in ORCA input format:
```
! RIJCOSX wB97M-V def2-TZVPD def2/J DEFGRID3
* xyz 3 5
N -0.12 -1.09 -2.59
O 1.54 2.39 -2.76
H -1.80 -1.10 3.91
H 1.45 1.66 3.33
H 2.03 -2.83 -4.51
H -1.50 -0.94 6.36
H 2.96 0.31 1.08
H -2.34 -2.62 -4.55
H 2.76 -2.98 0.13
C -0.84 -0.39 5.69
C -0.35 0.20 1.92
H 1.57 -2.31 1.27
P 1.86 -0.87 -0.60
O 0.19 1.18 1.25
H -3.02 -1.64 -1.85
C 1.79 -2.48 0.21
N 0.56 0.32 7.63
H 1.01 -3.11 -0.23
C -1.02 -0.46 4.31
H 3.47 0.90 -0.54
H -3.27 -0.04 0.50
H -0.18 -3.52 -5.61
C 0.23 0.37 6.23
O 1.54 0.99 8.02
C -1.34 -2.36 -4.19
Pd 0.01 0.43 -0.79
C -2.55 -0.90 -2.52
H 1.85 1.74 5.76
H -0.55 4.78 -1.60
C 0.80 1.09 3.99
H 2.50 -0.05 -2.71
H -2.02 2.83 -2.16
C 1.03 1.13 5.36
H 4.14 -0.65 0.12
C 2.26 -1.09 -2.38
O -0.91 -0.79 1.37
H -0.23 3.45 -0.74
H -1.42 1.78 -3.44
C -0.21 0.29 3.43
C -3.36 0.77 -0.24
C 1.03 -1.58 -3.09
H -3.21 1.89 -3.19
C 1.05 -2.47 -4.17
H -4.36 0.78 -0.69
O -0.15 -0.36 8.40
C -0.16 -2.86 -4.75
O -0.14 3.90 -1.62
H 0.95 3.17 -2.48
C 3.27 0.02 0.08
H -3.14 1.73 0.24
C -2.22 1.90 -2.70
P -2.11 0.55 -1.51
H -3.27 -0.62 -3.30
H 2.11 2.75 -3.46
H 3.11 -1.77 -2.49
C -1.29 -1.46 -3.12
*
```

=====

Entry 2:
Density functional theory data (ωB97M-V with the def2-TZVPD basis set) for C3H4O2S2 as an isolated structure at a distorted geometry.

Results
**LUMO**: -0.03320 Ha
**HOMO-LUMO gap**: 7.458 eV
**E_HOMO**: -8.36 eV

The geometry in ORCA input format:
```
! RIJCOSX wB97M-V def2-TZVPD def2/J DEFGRID3
* xyz 0 1
H -2.83 0.49 0.35
S -1.03 -0.90 0.22
H -3.25 -1.21 0.69
H 3.36 2.01 -0.02
S 1.37 0.25 -0.68
O 1.56 -1.16 -0.19
C -2.87 -0.45 -0.01
C -0.42 0.58 -0.32
H -2.87 -0.75 -1.07
C 3.21 0.99 0.22
O 3.77 0.16 0.81
*
```

=====

Entry 3:
Density functional theory data (ωB97M-V with the def2-TZVPD basis set) for a 2-piece molecular cluster, C5H12S overall at a distorted geometry.

Results
**LUMO**: 0.03520 Ha
**HOMO-LUMO gap**: 9.586 eV
**E_HOMO**: -8.63 eV
**SMILES**: C=CC.CSC

The geometry in ORCA input format:
```
! RIJCOSX wB97M-V def2-TZVPD def2/J DEFGRID3
* xyz 0 1
C -2.35 -0.01 -1.07
C 2.16 0.33 1.81
H 1.67 -1.58 -1.38
H 1.66 0.24 -1.19
H 1.80 1.25 1.35
H -3.39 -0.87 0.56
H -0.78 0.56 -2.50
H -3.25 -0.04 -1.75
H -0.32 0.61 -0.71
H 1.92 0.23 2.93
C 2.07 -0.68 -0.75
S 1.54 -1.11 0.94
H -1.83 -0.06 1.08
H -3.43 0.79 0.68
C -1.15 0.44 -1.45
H 3.18 -0.50 -0.85
C -2.72 -0.06 0.45
H 3.22 0.45 1.84
*
```

=====

Entry 4:
Density functional theory data (ωB97M-V with the def2-TZVPD basis set) for C36H37IrNP2S as an isolated structure at a distorted geometry.

Results
**LUMO (spin up / spin down)**: -0.18052 / -0.33181 Ha
**HOMO-LUMO gap (spin up / spin down)**: 7.037 / 4.471 eV
**⟨S²⟩**: 8.784
**E_HOMO (spin up / spin down)**: -11.95 / -13.50 eV

The geometry in ORCA input format:
```
! RIJCOSX wB97M-V def2-TZVPD def2/J DEFGRID3
* xyz 2 6
C -2.06 -0.40 -0.35
H -3.51 -4.01 -5.69
H 3.75 1.01 -7.30
H 3.84 2.22 -14.02
C 1.18 -0.01 1.63
H -0.01 -0.49 -6.17
C 3.20 2.13 -10.67
C -1.06 -2.13 -7.14
C -2.74 -3.24 -5.80
H -2.15 -1.37 0.17
C 1.92 0.04 -1.49
C -2.05 -3.11 -7.02
H -2.06 -1.46 -2.19
H -1.16 -0.80 -4.00
C 3.35 3.00 -6.54
H -2.30 2.74 -0.40
H 3.35 2.73 -9.77
H 2.09 -0.51 -2.42
P -0.15 -1.81 -8.69
C 0.13 -4.20 -10.15
H -1.65 1.79 -4.06
C -1.49 -5.08 -11.71
C 3.67 2.61 -11.90
H -1.17 2.58 0.95
P 1.58 0.33 -9.10
C 2.89 0.58 -12.98
H 0.41 2.07 -2.88
C -0.98 -0.32 -9.26
H 1.96 -0.88 -11.66
C -1.44 -1.43 -4.85
H 2.52 -0.41 -0.68
C -0.66 -3.04 -9.97
C 2.43 0.11 -11.75
H 2.78 -0.03 -13.87
H -2.06 -0.21 -9.22
C -1.78 -2.85 -10.80
H -3.14 -3.76 -12.20
C -2.06 -0.45 -1.76
C 3.50 1.84 -13.06
H 4.17 3.58 -11.95
C 2.52 0.91 -10.60
C -2.20 0.78 0.54
C -1.80 1.80 -2.97
H -3.03 0.11 -3.56
N 1.64 0.77 2.39
H -2.31 -1.90 -10.80
H -2.97 -2.52 -3.77
C -0.28 -5.21 -11.01
Ir -0.03 -0.10 -1.31
C -0.46 1.82 -2.28
H 4.32 3.09 -6.05
C -2.43 -2.41 -4.72
H 1.07 -4.29 -9.59
H -0.13 2.66 -8.27
H -3.25 0.96 0.84
C -1.55 2.08 0.04
C -0.34 1.96 -0.87
H -1.85 -5.89 -12.34
H -2.30 -3.77 -7.86
C -2.73 0.61 -2.62
H -2.36 2.73 -2.74
H -0.27 1.42 -10.40
C -0.76 -1.27 -6.06
C -2.22 -3.89 -11.63
H -3.69 0.92 -2.18
H 0.62 2.30 -0.47
H 2.20 1.08 -1.60
H -1.71 0.52 1.49
C 1.18 3.93 -7.11
C 1.82 1.75 -7.96
H 0.46 4.74 -7.07
C 3.04 1.84 -7.25
H 2.70 4.99 -5.98
S 0.55 -1.18 0.61
C 2.43 4.06 -6.49
C -0.08 0.59 -9.72
C 0.86 2.76 -7.81
H 0.32 -6.10 -11.13
*
```

=====

Entry 5:
Density functional theory data (ωB97M-V with the def2-TZVPD basis set) for a 2-piece molecular cluster, C4H13NO2 overall at a distorted geometry.

Results
**LUMO**: 0.02860 Ha
**HOMO-LUMO gap**: 9.600 eV
**E_HOMO**: -8.82 eV
**SMILES**: CC(C)NCO.O

The geometry in ORCA input format:
```
! RIJCOSX wB97M-V def2-TZVPD def2/J DEFGRID3
* xyz 0 1
H 0.33 2.53 -1.93
H 0.64 2.16 0.79
H 2.74 -1.30 3.57
H 0.25 -1.52 -0.59
H -0.24 0.66 1.30
H -1.95 0.27 -0.23
O -1.97 -1.72 0.27
O 2.29 -2.03 3.14
C -1.65 -0.69 -0.64
H 1.47 0.63 1.21
N -0.22 -0.70 -0.96
H -0.49 1.11 -2.51
H -2.08 -0.99 -1.64
C 0.50 0.54 -0.73
C 0.59 1.08 0.72
H 1.48 0.43 -1.20
H -2.15 -2.54 -0.17
C -0.21 1.65 -1.58
H 1.81 -1.68 2.38
H -1.13 2.13 -1.20
*
```

=====

Entry 6:
Density functional theory data (ωB97M-V with the def2-TZVPD basis set) for C32H46BrN3P2PdS as an isolated structure at a distorted geometry.

Results
**LUMO (spin up / spin down)**: -0.39042 / -0.50111 Ha
**HOMO-LUMO gap (spin up / spin down)**: 7.883 / 4.757 eV
**⟨S²⟩**: 6.082
**E_HOMO (spin up / spin down)**: -18.51 / -18.39 eV

The geometry in ORCA input format:
```
! RIJCOSX wB97M-V def2-TZVPD def2/J DEFGRID3
* xyz 4 5
C 1.00 -2.99 -2.92
H 6.15 -1.45 -5.93
C -2.72 -0.57 4.61
H -0.43 -5.61 4.26
H -1.29 2.28 -3.65
H 7.25 -2.44 -7.93
H -2.93 -3.23 1.26
C 1.36 -2.33 -0.64
H -4.80 2.77 -1.28
C -2.79 -3.95 2.08
H 1.93 -0.28 1.95
C -0.12 -4.71 4.80
C 1.84 -1.97 -3.40
C -2.01 0.23 -3.30
H 5.70 1.75 2.52
H -3.50 -3.50 -1.91
C 0.69 3.17 0.10
C 3.94 0.57 2.16
H -0.49 4.67 -0.54
H -3.90 -1.38 -0.69
H -3.42 -1.18 5.20
H -1.12 3.06 -0.82
C 2.27 -0.95 -2.52
H 4.06 -0.86 -4.70
H -3.20 0.39 4.42
N 0.99 1.89 0.30
H -4.15 0.60 -0.34
H -2.99 0.52 -3.71
C -2.90 -1.59 -1.10
H -2.88 1.78 -0.06
C -4.08 2.15 -1.84
H -1.72 -0.75 -3.72
H 1.72 -2.76 -5.40
Pd 0.23 0.25 -1.36
Br 0.99 -2.41 1.19
C 2.04 1.75 1.23
C 1.97 -1.06 -1.13
C -0.90 1.26 -3.57
H 0.94 -4.83 5.04
C 4.16 -2.19 -6.45
H -4.12 -5.30 3.23
P -2.09 -3.05 3.51
C 6.18 -2.56 -7.77
H -0.33 0.99 -4.45
H -3.19 -1.14 2.58
H -1.45 -0.81 2.85
H -2.30 -2.01 -0.28
H -4.28 -5.42 1.47
C 3.47 -1.62 -5.26
C 2.58 0.59 1.80
C -2.34 -1.27 3.28
C -3.38 1.20 -0.85
H 2.45 -3.27 -7.30
H -4.66 1.60 -2.59
C 0.88 -3.26 -1.54
N -0.34 3.67 -0.60
H -0.11 1.33 -2.74
C -3.01 -2.58 -2.26
P -2.09 0.03 -1.47
C 4.65 1.77 2.25
H 0.60 -3.65 -3.71
C -0.36 -3.42 4.00
H 4.42 -0.38 2.37
C 4.22 -3.48 -8.52
H 3.71 -4.08 -9.28
S 1.79 4.31 0.78
H -2.02 -4.68 1.77
H -2.02 -2.84 -2.64
H -3.39 2.83 -2.36
N 5.51 -3.27 -8.69
C 5.54 -2.00 -6.65
H -4.98 -4.05 2.32
H 2.59 -0.54 -0.38
C 2.29 -2.06 -4.77
H -0.02 -2.58 4.61
C 3.49 -3.00 -7.40
H 4.46 3.95 2.22
H 0.42 -4.20 -1.25
H 0.26 -3.43 3.08
H -0.66 -4.67 5.75
H 2.88 -0.09 -2.87
H -3.61 -2.17 -3.08
C -4.11 -4.72 2.30
C 2.72 2.96 1.45
H -1.85 -0.38 5.25
C 4.00 2.99 2.02
*
```

=====

Entry 7:
Density functional theory data (ωB97M-V with the def2-TZVPD basis set) for a 2-piece molecular cluster, CH4BrO3P overall at a distorted geometry.

Results
**LUMO (spin up / spin down)**: -0.00140 / -0.07231 Ha
**HOMO-LUMO gap (spin up / spin down)**: 9.085 / 5.768 eV
**E_HOMO (spin up / spin down)**: -9.12 / -7.74 eV

The geometry in ORCA input format:
```
! RIJCOSX wB97M-V def2-TZVPD def2/J DEFGRID3
* xyz 0 1
Br -1.35 -0.33 1.82
H 0.19 2.81 -1.15
O -0.33 2.01 -0.95
P 0.87 0.87 -1.07
H -0.87 -2.59 0.86
O 0.44 -0.56 -0.84
H 0.71 -1.63 1.51
C -0.32 -1.61 1.14
O 1.62 1.27 0.28
H 2.13 0.61 0.75
*
```

=====

Entry 8:
Density functional theory data (ωB97M-V with the def2-TZVPD basis set) for C27H63Fe2N9O13P as an isolated structure at a distorted geometry.

Results
**LUMO (spin up / spin down)**: -0.11792 / -0.13316 Ha
**HOMO-LUMO gap (spin up / spin down)**: 7.518 / 6.763 eV
**⟨S²⟩**: 20.018
**E_HOMO (spin up / spin down)**: -10.73 / -10.39 eV

The geometry in ORCA input format:
```
! RIJCOSX wB97M-V def2-TZVPD def2/J DEFGRID3
* xyz 1 9
H -0.28 18.80 -12.16
Fe -1.20 13.32 -13.07
O -1.62 11.40 -12.22
C -5.91 12.68 -11.14
C -1.10 10.61 -7.36
C -6.91 16.33 -11.57
O -3.00 22.02 -13.40
H -3.14 9.03 -6.27
H 0.72 16.47 -16.14
P -2.27 14.74 -11.21
C -5.83 18.40 -10.87
H -6.37 15.05 -14.12
H -7.37 16.01 -12.51
C 0.57 16.68 -9.49
H 3.19 17.44 -9.81
C -5.32 14.79 -14.28
C -8.21 13.09 -12.06
H -5.14 11.92 -11.10
H -8.10 13.75 -12.92
H -1.85 20.59 -14.49
N 1.23 16.82 -13.94
C -3.11 10.07 -5.95
H -0.41 18.83 -9.67
H -4.57 14.99 -16.92
H -4.12 10.38 -5.68
O -4.80 17.91 -10.31
C -2.14 20.36 -11.17
H -3.74 9.84 -9.55
H -5.96 15.80 -11.48
N -7.12 12.13 -11.83
O -4.39 12.16 -7.13
H -2.63 19.53 -10.66
H 1.74 18.73 -13.13
H 1.12 12.60 -10.92
H 3.09 18.72 -8.56
H -6.22 15.62 -16.70
H -9.15 12.54 -12.15
H -5.32 13.86 -14.86
H 2.32 16.65 -15.69
H -0.98 9.86 -8.14
O -0.28 15.11 -13.96
C 3.19 10.09 -12.16
H 1.26 15.94 -9.89
H -2.75 21.25 -11.02
H -2.57 10.03 -5.01
N 2.32 11.27 -12.26
H -0.64 8.37 -10.29
O -3.40 17.69 -15.27
H -8.91 17.96 -11.22
C -2.25 21.00 -13.54
N -2.02 9.72 -10.79
H -4.73 14.51 -13.42
C 2.04 17.69 -13.13
H 2.87 12.29 -10.48
H 2.99 9.43 -11.32
H 2.08 10.92 -14.16
H 0.37 16.07 -12.28
O -2.89 13.93 -12.36
H -5.99 19.49 -10.92
H -0.77 18.74 -13.89
C -8.08 18.39 -11.79
C -7.18 10.95 -12.38
H 3.14 9.37 -12.98
N -6.86 17.78 -11.40
N 1.27 17.92 -9.22
N -2.45 10.94 -6.86
H -3.62 16.58 -13.58
H -3.05 11.49 -10.79
C 1.64 11.54 -13.37
O -2.50 16.28 -11.32
C 1.33 17.03 -15.43
H -7.51 15.95 -10.74
H -1.40 20.55 -10.38
H -2.46 8.93 -8.97
H -0.20 9.37 -11.64
H -0.40 16.59 -9.98
O 0.68 12.29 -13.39
H -8.13 10.85 -12.91
C -3.22 11.89 -7.41
H -2.61 12.39 -8.18
C -1.11 18.87 -12.86
C -5.17 15.80 -16.50
H 2.11 17.28 -12.13
H 0.35 16.36 -8.47
H 3.08 17.68 -13.46
H 1.28 18.09 -15.69
O -0.86 14.20 -11.40
C 0.59 19.03 -9.26
Fe -3.34 16.43 -9.61
C -3.89 16.77 -14.63
H -8.11 19.44 -11.52
H -8.34 18.25 -12.84
H -3.52 8.21 -10.29
N -4.78 15.85 -15.09
H -0.60 11.42 -7.88
O -6.43 10.02 -12.29
O 1.16 20.09 -8.93
H 2.87 17.03 -8.19
H -5.17 16.73 -17.07
H -0.40 10.38 -6.56
H 1.60 11.06 -10.35
O -2.99 14.54 -9.87
C -3.02 9.09 -9.90
H 4.26 10.26 -12.04
C -2.24 10.92 -11.28
C -1.02 8.79 -11.22
C 2.65 17.80 -8.93
H -1.70 17.97 -12.69
H -1.51 8.10 -11.91
C 1.96 11.90 -10.94
C 0.37 15.99 -13.38
H -8.35 13.75 -11.21
H -5.56 13.51 -11.76
H -6.00 13.20 -10.18
N -1.81 20.15 -12.57
*
```

=====

Entry 9:
Density functional theory data (ωB97M-V with the def2-TZVPD basis set) for a 7-piece molecular cluster, C30H37F18O14 overall at a distorted geometry.

Results
**LUMO**: 0.05793 Ha
**HOMO-LUMO gap**: 3.895 eV
**E_HOMO**: -2.32 eV

The geometry in ORCA input format:
```
! RIJCOSX wB97M-V def2-TZVPD def2/J DEFGRID3
* xyz -1 1
C 2.48 -4.27 -6.56
H -2.32 3.23 1.76
F 1.41 0.95 0.09
H -1.54 -6.80 -5.62
F -1.25 4.11 -4.16
F 1.62 -1.07 0.82
C -2.82 5.68 -3.30
C 1.05 4.39 2.55
C 5.99 -0.93 3.91
F -2.68 -8.68 0.51
F 0.66 5.50 1.88
H -3.53 1.27 -0.26
H -2.36 -3.38 -2.49
C -5.35 2.12 1.85
H 5.89 0.75 1.98
O -1.77 -4.41 -4.49
F -6.74 3.34 3.36
H 5.30 -6.74 -5.12
H -5.25 7.77 -4.66
H -0.01 -6.36 -6.61
H -5.30 5.27 -2.87
H 4.51 6.29 4.08
C 5.50 1.16 2.91
C 0.72 -0.09 0.60
C -1.44 5.42 -3.90
F -6.85 3.89 1.27
C 2.75 6.15 5.33
H -0.42 -5.74 3.40
H 0.45 -7.26 3.27
C -3.04 2.45 1.49
F -0.43 5.80 -3.09
C 0.13 -6.38 2.71
F -7.74 2.04 1.95
C -0.88 -4.66 -5.37
C -1.53 -2.91 -1.96
O 5.97 0.42 4.05
H -0.77 -3.68 -1.76
H -3.03 2.92 -0.62
H 3.61 1.61 3.85
H 1.38 -5.49 -5.04
H 3.56 0.21 2.78
O 1.83 5.80 4.29
H -5.77 5.32 -4.57
H 4.59 7.26 5.56
F 1.44 3.51 1.62
C 4.68 -6.07 -5.83
H -1.82 1.72 -0.14
O 0.49 -8.54 1.18
F -1.17 -9.06 -0.99
C -5.13 5.79 -3.82
H 0.95 -4.75 1.55
H -2.86 1.61 2.15
H -4.84 7.75 -2.95
C 3.76 -5.21 -6.24
H 5.90 2.18 3.01
O 5.64 -1.51 2.91
C -0.43 -0.53 -0.30
C 2.13 4.68 3.59
H 1.98 -3.77 -4.39
F 6.31 -2.90 5.22
C -6.67 2.84 2.10
H 3.07 5.27 5.89
F -1.96 -7.06 -0.74
O 3.10 4.00 3.79
F 7.91 -1.45 5.23
H 1.98 -4.73 -7.48
C -2.84 2.07 0.03
F -0.07 3.89 3.11
O -3.04 5.90 -2.14
F 6.07 -1.05 6.30
H -1.07 -2.18 -2.62
H 1.96 -5.26 2.93
O -3.77 5.60 -4.26
F -1.25 6.07 -5.07
H 3.59 7.78 4.19
C -5.45 7.27 -3.71
C 1.49 -4.37 -5.27
H 1.88 -6.24 1.45
C 1.30 -5.61 2.13
O -0.91 0.12 -1.19
C -1.57 -8.17 -0.06
C -1.99 -2.27 -0.67
H 3.62 1.84 2.09
C 3.98 1.21 2.90
H 2.20 6.79 6.03
H -6.50 7.41 -3.45
H -1.72 -5.83 -7.19
C -1.04 -5.99 -6.26
C 3.93 6.91 4.76
O -5.20 0.92 1.84
O -4.35 3.01 1.69
O -0.88 -1.75 0.07
H -2.74 -1.49 -0.85
C 6.57 -1.58 5.16
C -0.49 -7.87 0.97
O 0.19 -3.73 -5.51
O -0.79 -6.75 1.67
F 0.28 0.30 1.82
H -2.47 -3.03 -0.04
*
```

=====

| no. | M (g/mol) |
| --- | --- |
| 1 | 535.8 |
| 2 | 136.2 |
| 3 | 104.2 |
| 4 | 769.9 |
| 5 | 107.2 |
| 6 | 753.1 |
| 7 | 174.9 |
| 8 | 864.5 |
| 9 | 963.6 |